Here is 13 unconnected molecules or ions with the total composition C26H78O25 in a non-equilibrium geometry from the OMol25 dataset. Energies are from ωB97M-V/def2-TZVPD.

Results
- E_LUMO (hartree) = -0.0033
- 2S+1 = 1
- DFT total energy (Eh) = -2918.19578
- HOMO energy (eV) = -9.468

Positions of all 129 atoms, in Å:
C -5.284 0.135 0.677
C -4.834 -1.296 0.402
O -3.543 -1.471 0.853
H -6.292 0.333 0.315
H -4.657 0.868 0.169
H -5.177 0.425 1.722
H -4.879 -1.473 -0.672
H -5.431 -2.073 0.880
H -3.336 -2.392 1.032
C 2.839 3.153 -1.622
C 3.578 4.138 -2.493
O 2.931 5.405 -2.567
O 3.249 1.840 -1.975
H 1.753 3.246 -1.650
H 3.075 3.391 -0.585
H 3.516 3.908 -3.556
H 4.641 4.242 -2.277
H 3.281 5.893 -3.316
H 2.702 1.216 -1.492
C 0.248 -1.981 3.269
C 0.572 -2.463 4.684
O 1.484 -3.499 4.694
O 1.220 -1.098 2.671
H -0.745 -1.532 3.280
H 0.218 -2.794 2.544
H -0.339 -2.853 5.139
H 0.914 -1.655 5.330
H 2.292 -3.276 4.227
H 0.717 -0.762 1.926
C 3.571 -2.126 -0.005
C 3.918 -2.085 -1.506
O 4.047 -3.395 -2.042
O 4.650 -2.590 0.755
H 2.653 -2.675 0.207
H 3.364 -1.113 0.340
H 4.849 -1.541 -1.663
H 3.081 -1.604 -2.013
H 3.475 -4.039 -1.618
H 4.818 -3.521 0.593
C -0.693 -4.454 -1.746
C 0.545 -3.839 -1.066
O 1.626 -4.762 -1.111
O -1.404 -5.296 -0.881
H -0.396 -4.934 -2.679
H -1.356 -3.737 -2.231
H 0.348 -3.604 -0.020
H 0.870 -2.924 -1.562
H 1.599 -5.353 -0.355
H -1.809 -6.070 -1.279
C 6.392 2.138 0.445
C 5.635 1.294 1.517
O 4.238 1.589 1.430
O 6.157 1.654 -0.883
H 7.463 2.285 0.585
H 5.927 3.122 0.490
H 5.995 1.528 2.519
H 5.747 0.235 1.286
H 3.813 1.109 2.144
H 5.203 1.558 -0.933
C -2.243 -4.364 2.577
C -3.676 -4.748 2.731
O -3.938 -5.069 4.075
O -1.944 -3.708 1.310
H -1.649 -5.257 2.772
H -1.957 -3.702 3.394
H -3.988 -5.530 2.039
H -4.308 -3.897 2.476
H -4.415 -4.364 4.519
H -1.840 -4.340 0.595
C 0.294 -1.918 -4.601
C 0.730 -0.550 -5.218
O -0.365 0.292 -5.156
O -0.539 -2.682 -5.421
H -0.160 -1.739 -3.626
H 1.208 -2.492 -4.445
H 1.084 -0.668 -6.242
H 1.480 -0.089 -4.575
H -0.216 1.100 -5.652
H -1.415 -2.300 -5.333
C -3.575 -0.878 -3.353
C -3.561 0.618 -3.346
O -2.287 1.138 -3.075
O -2.937 -1.480 -4.450
H -4.641 -1.097 -3.414
H -3.136 -1.338 -2.467
H -4.206 1.072 -2.594
H -3.941 0.985 -4.300
H -1.744 0.857 -3.816
H -3.599 -1.895 -5.008
C -2.031 1.935 2.976
C -1.384 1.492 4.300
O -0.214 2.218 4.566
O -2.728 3.170 3.139
H -2.818 1.236 2.694
H -1.343 1.896 2.131
H -1.122 0.434 4.281
H -2.111 1.698 5.085
H 0.015 2.048 5.483
H -3.070 3.398 2.272
C -2.675 3.342 -0.398
C -2.674 4.213 -1.735
O -2.246 5.557 -1.486
O -3.809 3.578 0.461
H -1.733 3.447 0.140
H -2.806 2.321 -0.756
H -3.716 4.156 -2.048
H -2.039 3.742 -2.486
H -1.333 5.513 -1.192
H -4.633 3.561 -0.031
C 1.242 3.976 1.886
C 2.381 4.777 2.605
O 3.619 4.459 1.964
O 1.388 2.614 2.244
H 1.362 4.169 0.820
H 0.255 4.321 2.194
H 2.526 4.524 3.655
H 2.181 5.841 2.475
H 3.578 3.504 1.881
H 1.083 2.507 3.148
C -0.761 -0.183 -0.400
C 0.079 1.105 -0.377
O 1.455 0.908 -0.102
O -0.956 -0.578 0.944
H -0.239 -0.914 -1.018
H -1.793 -0.051 -0.723
H -0.327 1.825 0.334
H 0.084 1.588 -1.354
H 1.572 1.272 0.778
H -1.818 -1.001 0.926

=====

Here is 13 unconnected molecules or ions with the total composition C26H78O26 in a non-equilibrium geometry from the OMol25 dataset. Energies are from ωB97M-V/def2-TZVPD.

Results
- E_LUMO (hartree) = 0.0073
- 2S+1 = 1
- DFT total energy (Eh) = -2993.26747
- HOMO energy (eV) = -9.624

Positions of all 130 atoms, in Å:
C 0.746 6.168 3.343
C 1.232 4.735 3.639
O 2.367 4.796 4.494
O 1.559 6.993 2.545
H 0.624 6.671 4.302
H -0.228 6.082 2.861
H 1.483 4.190 2.728
H 0.497 4.189 4.230
H 2.225 4.142 5.182
H 2.235 6.408 2.198
C 4.729 3.096 1.505
C 5.864 2.112 1.804
O 7.045 2.246 1.099
O 3.876 2.746 0.427
H 5.137 4.072 1.241
H 4.136 3.102 2.419
H 5.454 1.103 1.753
H 6.448 2.207 2.720
H 6.717 1.995 0.232
H 4.309 2.619 -0.420
C -5.876 0.257 1.549
C -6.088 -1.212 1.219
O -4.944 -1.881 1.784
O -5.752 0.483 2.928
H -6.671 0.885 1.148
H -4.928 0.616 1.146
H -6.165 -1.447 0.158
H -7.017 -1.540 1.687
H -5.324 -2.700 2.110
H -4.832 0.352 3.170
C -1.438 2.477 1.243
C -1.597 3.475 0.111
O -0.808 3.276 -1.033
O -0.092 2.190 1.497
H -1.885 1.558 0.864
H -1.904 2.966 2.098
H -1.345 4.436 0.559
H -2.595 3.391 -0.319
H -0.784 2.320 -1.116
H 0.416 2.720 0.877
C 1.717 -4.628 0.561
C 1.540 -4.340 2.080
O 1.415 -5.513 2.905
O 0.539 -4.576 -0.102
H 1.882 -5.693 0.395
H 2.502 -4.082 0.038
H 0.668 -3.689 2.145
H 2.386 -3.716 2.366
H 1.471 -5.202 3.811
H 0.473 -5.337 -0.683
C 1.621 -0.059 4.220
C 0.066 -0.167 4.211
O -0.450 0.588 5.304
O 2.203 -0.638 5.357
H 2.004 0.957 4.130
H 1.864 -0.663 3.345
H -0.199 -1.218 4.323
H -0.381 0.114 3.257
H 0.384 0.824 5.716
H 3.146 -0.738 5.208
C 0.005 -0.620 -1.072
C 0.492 -0.852 0.359
O 1.716 -0.359 0.783
O -0.503 0.692 -1.233
H -0.808 -1.326 -1.242
H 0.687 -0.795 -1.904
H 0.365 -1.877 0.708
H -0.212 -0.479 1.103
H 1.637 0.557 1.057
H -1.458 0.592 -1.251
C -2.721 -5.554 -1.681
C -2.600 -4.027 -1.605
O -2.069 -3.747 -0.295
O -3.425 -6.162 -0.584
H -1.713 -5.965 -1.730
H -3.222 -5.762 -2.627
H -3.557 -3.586 -1.885
H -1.906 -3.751 -2.399
H -1.186 -4.122 -0.324
H -4.029 -5.529 -0.187
C 3.937 -0.029 -2.209
C 4.969 0.232 -1.166
O 5.522 1.494 -1.336
O 4.450 -0.212 -3.545
H 3.213 0.786 -2.235
H 3.495 -1.000 -1.985
H 5.838 -0.426 -1.201
H 4.391 0.087 -0.253
H 6.102 1.432 -2.098
H 4.036 0.505 -4.030
C 4.584 -4.967 4.365
C 4.095 -3.625 4.895
O 4.643 -2.451 4.195
O 6.006 -4.943 4.187
H 4.121 -5.103 3.388
H 4.257 -5.813 4.969
H 4.375 -3.509 5.942
H 3.025 -3.433 4.825
H 5.593 -2.586 4.204
H 6.179 -5.886 4.140
C -0.647 -1.305 -5.507
C -1.435 -0.052 -5.503
O -2.775 -0.045 -6.009
O -0.961 -2.126 -6.756
H -0.929 -1.813 -4.584
H 0.406 -1.036 -5.428
H -0.823 0.659 -6.057
H -1.640 0.318 -4.498
H -3.102 0.843 -5.847
H -1.739 -1.777 -7.196
C -3.151 3.344 -4.998
C -3.196 4.626 -5.924
O -2.235 5.607 -5.428
O -3.966 2.387 -5.726
H -3.534 3.738 -4.056
H -2.148 3.027 -4.712
H -4.170 5.105 -6.031
H -2.819 4.292 -6.890
H -1.777 5.869 -6.231
H -4.802 2.850 -5.815
C -4.655 0.461 -3.201
C -4.568 0.795 -1.708
O -3.393 0.179 -1.075
O -4.765 -0.895 -3.546
H -3.779 0.905 -3.673
H -5.475 1.105 -3.520
H -5.480 0.471 -1.207
H -4.528 1.861 -1.481
H -3.844 -0.640 -0.857
H -4.067 -1.152 -4.154

=====

Here is a molecular structure, C26H79N17O11 in a non-equilibrium geometry from the OMol25 dataset. Energies are from ωB97M-V/def2-TZVPD.

Results
- E_LUMO (hartree) = -0.0015
- 2S+1 = 1
- DFT total energy (Eh) = -2796.46263
- HOMO energy (eV) = -8.366

Positions of all 133 atoms, in Å:
C 3.250 4.927 1.418
C 2.177 3.850 1.485
C 0.776 4.410 1.188
O 0.604 5.014 -0.094
C -0.573 5.779 -0.252
N 2.484 2.798 0.471
H 3.077 5.578 0.558
H 4.307 4.672 1.428
H 3.077 5.581 2.281
H 2.099 3.382 2.467
H 0.527 5.102 2.002
H 0.062 3.582 1.226
H -0.532 6.615 0.454
H -1.471 5.170 -0.139
H -0.686 6.296 -1.207
H 2.581 3.344 -0.378
H 1.653 2.209 0.389
C -0.295 -5.785 4.988
C -0.311 -6.464 3.638
C -0.766 -5.574 2.485
O -0.528 -6.226 1.250
C -0.910 -5.373 0.207
N 0.902 -7.238 3.411
H 0.309 -4.875 4.972
H 0.015 -6.490 5.758
H -1.286 -5.463 5.323
H -1.100 -7.227 3.577
H -0.389 -4.549 2.426
H -1.856 -5.442 2.560
H -0.684 -5.761 -0.784
H -0.438 -4.390 0.292
H -2.001 -5.274 0.243
H 0.819 -7.673 2.493
H 1.643 -6.565 3.185
C -6.218 -2.409 -3.255
C -5.261 -1.422 -2.620
C -3.816 -1.551 -3.108
O -3.227 -2.790 -2.797
C -1.839 -2.770 -3.074
N -5.837 -0.099 -2.966
H -6.097 -2.593 -4.326
H -7.282 -2.215 -3.139
H -6.022 -3.359 -2.742
H -5.264 -1.556 -1.537
H -3.283 -0.724 -2.618
H -3.762 -1.434 -4.199
H -1.663 -2.651 -4.148
H -1.400 -3.697 -2.715
H -1.346 -1.929 -2.574
H -5.299 0.640 -2.517
H -5.761 0.069 -3.964
C 3.885 2.023 -6.304
C 3.100 0.820 -5.797
C 1.591 1.029 -5.946
O 1.197 2.197 -5.259
C 0.504 3.152 -6.042
N 3.473 -0.406 -6.553
H 3.442 2.940 -5.884
H 3.745 2.210 -7.368
H 4.847 2.150 -5.809
H 3.304 0.711 -4.724
H 0.917 0.203 -5.691
H 1.441 1.088 -7.033
H -0.083 3.809 -5.400
H -0.246 2.646 -6.658
H 1.163 3.743 -6.678
H 4.441 -0.575 -6.290
H 2.972 -1.170 -6.098
C -0.032 1.789 2.425
C -0.283 2.496 3.722
C -1.418 1.856 4.519
O -1.723 2.575 5.708
C -2.166 3.899 5.454
N 1.010 2.495 4.454
H 0.829 2.247 1.929
H -0.926 1.892 1.800
H 0.230 0.731 2.408
H -0.595 3.529 3.530
H -0.937 0.941 4.861
H -2.314 1.569 3.966
H -1.350 4.591 5.244
H -2.689 4.220 6.355
H -2.916 3.986 4.662
H 1.638 3.134 3.978
H 0.820 2.926 5.359
C 2.295 -4.097 -1.314
O 1.830 -3.193 -2.013
N 2.062 -5.419 -1.551
N 3.066 -3.871 -0.219
H 1.598 -5.654 -2.407
H 2.392 -6.070 -0.866
H 3.428 -2.989 0.127
H 3.321 -4.656 0.355
C 3.942 -0.690 1.045
O 4.688 -1.649 0.781
N 2.834 -0.794 1.809
N 4.143 0.516 0.465
H 2.332 0.047 2.033
H 2.675 -1.656 2.295
H 3.597 1.351 0.722
H 4.831 0.584 -0.259
C -1.598 -2.228 3.383
O -1.546 -2.633 2.224
N -2.732 -2.291 4.168
N -0.663 -1.351 3.867
H -3.529 -2.222 3.547
H -2.766 -1.743 5.007
H -0.827 -0.786 4.671
H 0.263 -1.475 3.491
C 2.317 4.804 -3.237
O 2.932 4.955 -4.292
N 2.343 5.753 -2.227
N 1.651 3.655 -2.970
H 1.618 5.746 -1.504
H 2.878 6.550 -2.524
H 1.572 2.990 -3.751
H 1.101 3.537 -2.137
C -3.152 0.788 2.760
O -3.254 1.932 3.216
N -3.766 -0.282 3.322
N -2.547 0.523 1.579
H -4.183 -0.117 4.221
H -3.766 -1.184 2.888
H -2.208 1.272 1.003
H -2.520 -0.407 1.206
C 0.362 -0.319 -0.096
O 0.385 0.820 0.402
N 0.900 -0.493 -1.315
N -0.148 -1.451 0.446
H 1.002 -1.405 -1.742
H 1.161 0.273 -1.909
H -0.321 -1.519 1.438
H -0.025 -2.346 0.003